Entry a
This record from the Open Molecules 2025 dataset describes one molecule with the formula C5H11NO. The level of theory is the ωB97M-V functional and the def2-TZVPD basis.

Computed properties:
HOMO level: -8.539 eV
Structure (SMILES): C[C@H]1C[C@H](O)N1C
LUMO level: 1.04 eV
Frontier orbital gap: 0.3519 Ha

Each line ends with the Mulliken charge.
Positions of all 18 atoms, in Å:
C: -0.9909 -1.6617 0.0997  -1.508
C: -0.6326 -0.4023 -0.6791  0.197
C: -1.2122 0.9004 -0.0850  -0.713
C: 0.2380 1.2851 0.2647  -0.054
O: 0.7251 2.4952 -0.2697  -0.505
N: 0.7174 0.1573 -0.4890  -0.044
C: 1.8351 -0.6333 -0.0363  -0.952
H: -0.8775 -1.5221 1.1820  0.367
H: -2.0367 -1.9226 -0.1001  0.385
H: -0.3714 -2.5139 -0.2023  0.349
H: -0.8554 -0.5631 -1.7429  0.310
H: -1.6557 1.5840 -0.8113  0.285
H: -1.8884 0.7620 0.7639  0.253
H: 0.4649 1.2435 1.3476  0.354
H: 0.3009 3.2182 0.2105  0.307
H: 1.6227 -1.2450 0.8588  0.343
H: 2.1678 -1.3039 -0.8370  0.277
H: 2.6667 0.0380 0.1996  0.349

---

Entry b
This record from the Open Molecules 2025 dataset describes one molecule with the formula C5H11NO. The level of theory is the ωB97M-V functional and the def2-TZVPD basis.

Computed properties:
HOMO level: -9.350 eV
Structure (SMILES): C[C@H]1CN1CCO
LUMO level: 1.14 eV
Frontier orbital gap: 0.3855 Ha

Each line ends with the Mulliken charge.
Positions of all 18 atoms, in Å:
C: -1.3646 -1.7007 0.4346  -1.469
C: -1.1051 -0.3734 -0.2523  0.356
C: -1.6073 0.9132 0.3444  -0.503
N: -0.2171 0.5167 0.4728  -0.325
C: 0.7984 1.1953 -0.3174  -0.590
C: 2.0447 0.2074 -0.5910  -0.415
O: 2.5515 -0.1758 0.6672  -0.527
H: -0.5405 -2.3835 0.2058  0.300
H: -2.2923 -2.1437 0.0682  0.377
H: -1.4326 -1.5916 1.5249  0.330
H: -0.8425 -0.4316 -1.3747  0.349
H: -2.1426 0.9376 1.2968  0.238
H: -1.8827 1.7017 -0.3537  0.267
H: 0.3765 1.6317 -1.2391  0.380
H: 1.1609 2.0612 0.2726  0.310
H: 1.8844 -0.7028 -1.2397  0.211
H: 2.8362 0.7765 -1.1044  0.334
H: 1.7747 -0.4382 1.1847  0.376

---

Stability check: which of them is least stable? entry b.

---

Entry a
This record from the Open Molecules 2025 dataset describes a 2-piece molecular cluster, C5H11NO overall. The level of theory is the ωB97M-V functional and the def2-TZVPD basis.

Computed properties:
HOMO level: -8.425 eV
Structure (SMILES): C=C/C(N)=C/C.O
LUMO level: 0.86 eV
Frontier orbital gap: 0.3413 Ha

Each line ends with the Mulliken charge.
Positions of all 18 atoms, in Å:
C: 1.8908 1.4028 -1.5457  -0.837
C: 0.6036 1.3277 -1.2491  -0.224
C: -0.2236 0.1221 -0.6459  0.656
N: 0.4414 -1.0815 -0.7925  -0.362
C: -1.3292 0.4295 -0.0011  -0.225
C: -2.0487 -0.4170 0.9861  -1.195
H: 2.4527 0.4502 -1.6790  0.163
H: 2.2657 2.2906 -1.9479  0.300
H: 0.0097 2.2004 -1.5257  0.254
H: 1.4783 -1.0244 -0.9524  0.155
H: 0.0205 -1.8350 -1.3448  0.201
H: -1.7049 1.4360 0.0518  0.280
H: -1.6231 -0.4399 2.0477  0.276
H: -2.0161 -1.5100 0.5851  0.292
H: -3.1381 -0.2183 1.2315  0.331
O: 1.1195 -1.4209 2.3068  -0.658
H: 0.2766 -1.0760 1.8762  0.283
H: 1.5249 -0.6361 2.5990  0.310

---

Entry b
This record from the Open Molecules 2025 dataset describes a 2-piece molecular cluster, C5H11NO overall. The level of theory is the ωB97M-V functional and the def2-TZVPD basis.

Computed properties:
HOMO level: -7.506 eV
Structure (SMILES): C=CC(=C)NC.O
LUMO level: 0.79 eV
Frontier orbital gap: 0.3048 Ha

Each line ends with the Mulliken charge.
Positions of all 18 atoms, in Å:
C: -1.8717 1.0041 -2.5562  -0.661
C: -0.6613 0.4281 -2.2126  -0.251
C: -0.2296 0.0358 -0.8364  1.398
C: -1.0003 0.2185 0.2977  -1.185
N: 0.9820 -0.6119 -0.7216  -0.312
C: 1.4128 -1.5507 0.3348  -0.702
H: -2.5867 1.2230 -1.7008  0.143
H: -2.1035 1.1788 -3.5954  0.279
H: 0.2948 0.4178 -2.8357  0.196
H: -0.7588 -0.1722 1.2765  0.070
H: -2.0278 0.7660 0.3314  0.103
H: 1.2978 -0.9282 -1.5594  0.197
H: 0.9857 -1.1912 1.2908  0.127
H: 0.9871 -2.5826 0.1726  0.292
H: 2.4445 -1.8108 0.4481  0.312
O: 0.8658 0.7050 3.9893  -0.610
H: 0.5978 -0.1566 4.3493  0.315
H: 1.1694 1.0843 4.7953  0.291

---

Entry c
This record from the Open Molecules 2025 dataset describes one molecule with the formula C5H11NO. The level of theory is the ωB97M-V functional and the def2-TZVPD basis.

Computed properties:
HOMO level: -8.262 eV
Structure (SMILES): C[C@@H](C=O)N(C)C
LUMO level: 0.82 eV
Frontier orbital gap: 0.3338 Ha

Each line ends with the Mulliken charge.
Positions of all 18 atoms, in Å:
C: -1.5981 1.3599 -0.3995  -1.206
C: -0.1900 0.8105 0.0147  0.126
C: 0.0311 0.8628 1.5416  0.043
O: 0.8710 0.0919 1.9086  -0.459
N: 0.3614 -0.4960 -0.5811  -0.024
C: -0.3031 -1.6811 -0.1804  -1.081
C: 1.8013 -0.5683 -0.5601  -1.056
H: -1.5337 2.5782 -0.5384  0.300
H: -2.3566 1.1050 0.3377  0.330
H: -1.7048 0.6875 -1.2907  0.339
H: 0.5322 1.6086 -0.4677  0.212
H: -0.7523 1.2884 2.1735  0.377
H: -0.0334 -2.0008 0.7428  0.467
H: -1.3980 -1.4802 -0.1235  0.312
H: -0.1579 -2.4582 -0.9648  0.304
H: 2.1732 0.3596 -0.2437  0.384
H: 2.1694 -0.7919 -1.5930  0.305
H: 2.0881 -1.2759 0.2240  0.326

---

Entry d
This record from the Open Molecules 2025 dataset describes one molecule with the formula C5H11NO. The level of theory is the ωB97M-V functional and the def2-TZVPD basis.

Computed properties:
HOMO level: -9.705 eV
Structure (SMILES): CC[C@@H](C)NC=O
LUMO level: 0.93 eV
Frontier orbital gap: 0.3910 Ha

Each line ends with the Mulliken charge.
Positions of all 18 atoms, in Å:
C: -1.4315 -0.8485 -0.8694  -0.962
C: -0.9704 0.5240 -0.3842  -0.556
C: 0.4489 0.6552 0.1784  0.432
C: 0.5022 1.5140 1.4273  -1.630
N: 1.0518 -0.6342 0.4239  -0.262
C: 1.4002 -1.3893 -0.6568  -0.156
O: 1.4749 -0.9511 -1.7883  -0.525
H: -1.6337 -0.8776 -1.9404  0.259
H: -0.6936 -1.6264 -0.7068  0.289
H: -2.3276 -1.2010 -0.3516  0.302
H: -1.0311 1.2335 -1.2008  0.271
H: -1.6542 0.8822 0.3813  0.397
H: 1.0779 1.1016 -0.5797  0.260
H: 0.0636 2.4970 1.2383  0.377
H: -0.0683 1.0636 2.2500  0.393
H: 1.5356 1.6555 1.7612  0.398
H: 0.7661 -1.1313 1.2513  0.282
H: 1.4888 -2.4672 -0.4336  0.431

---

Stability check: which of them is least stable? entry b.

---

Entry a
This record from the Open Molecules 2025 dataset describes one molecule with the formula C4H9NO2. The level of theory is the ωB97M-V functional and the def2-TZVPD basis.

Computed properties:
HOMO level: -9.436 eV
Structure (SMILES): C[C@H](O)[C@H](N)C=O
LUMO level: 0.68 eV
Frontier orbital gap: 0.3717 Ha

Each line ends with the Mulliken charge.
Positions of all 16 atoms, in Å:
C: -0.9032 0.1426 1.4226  -1.370
C: -0.6758 0.4991 -0.0085  0.149
O: -2.1633 0.3686 -0.8645  -0.569
C: 0.4944 -0.1821 -0.6839  0.027
N: 0.7592 -1.5241 -0.2001  -0.630
C: 1.6335 0.8317 -0.4652  -0.128
O: 2.4862 0.6861 0.3687  -0.462
H: -1.0398 -0.9344 1.5459  0.332
H: -0.0078 0.4266 1.9848  0.351
H: -1.7484 0.6846 1.8383  0.332
H: -1.2697 1.3954 -0.5729  0.344
H: -2.0889 -0.4343 -1.3970  0.279
H: 0.3004 -0.2081 -1.7614  0.445
H: 1.1814 -1.4793 0.7223  0.276
H: 1.4349 -1.9868 -0.7985  0.258
H: 1.6069 1.7145 -1.1305  0.365

---

Entry b
This record from the Open Molecules 2025 dataset describes one molecule with the formula C4H9NO2. The level of theory is the ωB97M-V functional and the def2-TZVPD basis.

Computed properties:
HOMO level: -9.818 eV
Structure (SMILES): CNC(=O)CCO
LUMO level: 0.78 eV
Frontier orbital gap: 0.3895 Ha

Each line ends with the Mulliken charge.
Positions of all 16 atoms, in Å:
C: -2.2546 -0.1145 -1.6856  -0.841
N: -0.8609 -0.3012 -1.2594  -0.241
C: -0.4858 0.0551 0.0135  0.367
O: -1.2789 0.5059 0.8153  -0.608
C: 1.0195 0.1748 0.2419  -0.320
C: 1.3646 0.0955 1.7196  -0.408
O: 2.6943 -0.3346 1.9779  -0.540
H: -2.9793 -0.1137 -0.8814  0.294
H: -2.3009 0.8556 -2.1842  0.258
H: -2.4421 -0.8473 -2.4625  0.325
H: -0.4251 -1.1226 -1.6473  0.285
H: 1.2227 1.1317 -0.2360  0.242
H: 1.5429 -0.5997 -0.3232  0.323
H: 0.7145 -0.6554 2.1657  0.310
H: 1.1575 1.0342 2.2407  0.245
H: 3.3115 0.2364 1.5049  0.308

---

Stability check: which of them is least stable? entry a.

---

Entry a
This record from the Open Molecules 2025 dataset describes C4H9NO2 as an isolated structure. The level of theory is the ωB97M-V functional and the def2-TZVPD basis.

Computed properties:
HOMO level: -9.636 eV
LUMO level: 0.94 eV
Frontier orbital gap: 0.3886 Ha

Each line ends with the Mulliken charge.
Positions of all 16 atoms, in Å:
C: -0.3743 0.6378 2.1765  -1.336
C: -0.1827 0.7305 0.6723  0.444
O: 1.1724 1.0682 0.4417  -0.547
C: -0.5152 -0.6019 -0.0087  -0.689
N: -0.2717 -0.5609 -1.4349  -0.355
C: 0.7454 -1.0239 -2.1024  -0.041
O: 0.5771 -0.7586 -3.3436  -0.628
H: -1.4099 0.3837 2.4271  0.372
H: -0.1280 1.5915 2.6496  0.324
H: 0.2903 -0.1252 2.5968  0.356
H: -0.8432 1.5132 0.2625  0.207
H: 1.2724 1.2093 -0.5091  0.324
H: 0.0996 -1.3853 0.4548  0.340
H: -1.5667 -0.8567 0.1638  0.312
H: -0.4844 -0.2680 -2.7304  0.532
H: 1.6190 -1.5537 -1.7160  0.384

---

Entry b
This record from the Open Molecules 2025 dataset describes one molecule with the formula C4H9NO2. The level of theory is the ωB97M-V functional and the def2-TZVPD basis.

Computed properties:
HOMO level: -8.148 eV
Structure (SMILES): CO[C@H](O)[C@H]1CN1
LUMO level: 0.65 eV
Frontier orbital gap: 0.3235 Ha

Each line ends with the Mulliken charge.
Positions of all 16 atoms, in Å:
C: 2.3565 0.0761 -0.1074  -0.562
O: 1.2965 0.2552 0.7963  -0.495
C: -0.1438 -0.7215 0.5041  -0.019
O: 0.1498 -1.8419 -0.2143  -0.485
C: -0.5735 0.4259 -0.2430  -0.063
C: -2.2858 0.4218 -0.1436  -0.547
N: -1.3800 1.3998 0.4222  -0.507
H: 2.5887 -0.9884 -0.2636  0.219
H: 2.1528 0.5239 -1.0907  0.228
H: 3.2629 0.5454 0.2959  0.258
H: -0.5939 -0.8704 1.4820  0.402
H: 0.3458 -2.5549 0.4087  0.345
H: -0.1955 0.5593 -1.2500  0.404
H: -2.7300 0.6113 -1.1136  0.277
H: -2.8784 -0.1419 0.5655  0.276
H: -1.3720 2.3003 -0.0486  0.269

---

Stability check: which of them is least stable? entry b.

---

Entry a
This record from the Open Molecules 2025 dataset describes a 2-piece molecular cluster, C4H9NO2 overall. The level of theory is the ωB97M-V functional and the def2-TZVPD basis.

Computed properties:
HOMO level: -9.993 eV
Structure (SMILES): [H]/N=C\C.COC=O
LUMO level: 1.05 eV
Frontier orbital gap: 0.4059 Ha

Each line ends with the Mulliken charge.
Positions of all 16 atoms, in Å:
H: -1.1920 2.0640 -0.6782  0.197
N: -0.6578 1.2301 -0.4144  -0.554
C: -1.2483 0.6032 0.5209  0.225
C: -2.5417 0.9774 1.1874  -1.040
H: -0.7604 -0.3086 0.8783  0.354
H: -2.9477 1.9127 0.7870  0.311
H: -3.2841 0.1826 1.0499  0.266
H: -2.3908 1.0907 2.2672  0.264
C: 2.4358 -0.1010 -0.7868  -0.430
O: 2.0074 -1.3277 -1.4024  -0.275
C: 1.1986 -2.0808 -0.6691  0.187
O: 0.8393 -1.8516 0.4603  -0.522
H: 3.1626 0.3273 -1.4772  0.233
H: 1.5740 0.5610 -0.6580  0.150
H: 2.9014 -0.3081 0.1801  0.269
H: 0.9039 -2.9709 -1.2447  0.363

---

Entry b
This record from the Open Molecules 2025 dataset describes C4H9NO2 as an isolated structure. The level of theory is the ωB97M-V functional and the def2-TZVPD basis.

Computed properties:
HOMO level: -8.204 eV
LUMO level: -1.39 eV
Frontier orbital gap: 0.2503 Ha

Each line ends with the Mulliken charge.
Positions of all 16 atoms, in Å:
C: 0.0507 -0.7906 2.4949  -0.848
N: -0.8453 -0.2718 1.3657  -0.497
C: -0.9187 -0.2405 -2.4920  -0.942
C: 0.0799 0.5596 1.0427  0.247
C: 1.0898 0.4935 -0.0781  0.272
O: 1.2706 1.7191 -0.6203  -0.479
O: 1.5909 -0.4764 -0.5487  -0.434
H: -0.5696 -1.5564 2.9582  0.305
H: 0.3652 -0.0441 3.2352  0.313
H: 0.9407 -1.3079 2.1110  0.295
H: -1.2636 0.7622 -2.1640  0.269
H: -1.0629 -0.5302 -3.5334  0.333
H: 0.1703 -0.1971 -2.2491  0.194
H: -1.3123 -0.9542 -1.7672  0.284
H: -0.0906 1.5838 1.3929  0.413
H: 0.5048 1.2509 -1.1477  0.276

---

Stability check: which of them is least stable? entry b.

---

Entry a
This record from the Open Molecules 2025 dataset describes a 2-piece molecular cluster, C5H11O3 overall. The level of theory is the ωB97M-V functional and the def2-TZVPD basis.

Computed properties:
HOMO level (alpha / beta): -10.013 / -9.988 eV
LUMO level (alpha / beta): 0.64 / -3.74 eV
Spin multiplicity: 2
Frontier orbital gap (alpha / beta): 0.3916 / 0.2296 Ha
⟨S²⟩: 0.754

Each line ends with the Mulliken spin population.
Positions of all 19 atoms, in Å:
C: 1.6855 -1.3281 -0.0737  0.001
C: 0.8304 -1.4107 -1.3153  0.000
C: 3.2152 -1.5134 -0.3365  0.000
O: 1.6698 -0.0485 0.5447  0.007
H: 1.2602 -2.0593 0.6336  0.000
H: 1.0887 -0.4936 -1.9143  0.000
H: 3.7195 -0.5633 -0.4703  0.000
H: 3.6803 -1.9059 0.5760  0.000
H: 3.3630 -2.1425 -1.2134  0.000
H: 0.8151 0.4223 0.5410  0.003
H: -0.2133 -1.0692 -1.1710  0.001
H: 0.6734 -2.3065 -1.9094  0.000
C: -2.4304 1.1796 1.7007  0.090
C: -2.0720 1.2285 0.1635  -0.019
O: -0.8059 1.0107 0.0403  0.876
O: -2.8655 1.3949 -0.7251  0.026
H: -3.4788 0.9515 1.7659  0.014
H: -2.4021 2.2429 1.9479  -0.004
H: -1.7259 0.5440 2.2227  0.003

---

Entry b
This record from the Open Molecules 2025 dataset describes a 2-piece molecular cluster, C5H11O3 overall. The level of theory is the ωB97M-V functional and the def2-TZVPD basis.

Computed properties:
HOMO level (alpha / beta): -7.812 / -10.729 eV
LUMO level (alpha / beta): 0.86 / 0.01 eV
Spin multiplicity: 2
Frontier orbital gap (alpha / beta): 0.3187 / 0.3946 Ha
⟨S²⟩: 0.753

Each line ends with the Mulliken spin population.
Positions of all 19 atoms, in Å:
H: -1.7696 -1.0976 4.6867  -0.001
C: -3.3221 -1.8525 4.8335  0.655
C: -3.6448 -1.9431 6.2665  0.095
C: -4.2826 -1.1495 4.0259  0.037
O: -2.8812 -3.1024 4.4317  0.041
C: -2.3045 -3.2122 3.1784  0.010
O: -2.0626 -2.2462 2.4874  0.016
C: -1.9892 -4.6306 2.8613  0.000
H: -3.9149 -0.9590 6.6477  0.002
H: -4.5116 -2.6074 6.3480  0.013
H: -2.8783 -2.4039 6.8843  0.010
H: -4.5008 -0.1767 4.5019  0.003
H: -3.9310 -1.0258 2.9983  0.008
H: -5.1677 -1.8080 4.0680  0.032
H: -2.4018 -5.2494 3.6490  -0.001
H: -2.4662 -4.8634 1.8948  0.001
H: -0.8964 -4.7566 2.8301  0.002
O: -1.0868 -0.7077 5.3353  0.072
H: -0.2922 -0.5288 4.7808  0.004

---

Stability check: which of them is least stable? entry a.